[1]
C4H3Cl2CrN5O3Rh | the ωB97M-V functional and the def2-TZVPD basis

Output
- Multiplicity: 8
- Molecular weight: 394.91 g mol⁻¹
- Total charge: +4
- ΔE to the lowest compared entry with this formula, charge and spin: 0.0 kcal per mole

Geometry as XYZ:
```
19
Properties=species:S:1:pos:R:3:lowdin_charge:R:1
Cr 1.649 1.160 -4.239 0.65
Rh -1.397 -0.100 -0.469 0.91
Cl 1.404 0.156 -2.145 -0.03
Cl -2.156 0.815 -2.210 0.50
C -2.976 0.235 0.425 -0.16
C 3.409 1.784 -4.332 -0.01
C 0.136 1.956 -5.530 0.08
O -4.014 0.614 0.812 0.29
O 4.475 1.984 -3.862 0.26
O -0.756 2.434 -6.108 0.23
N 0.087 -0.638 4.701 0.48
N -0.105 -1.164 3.444 -0.17
N 0.788 -1.967 2.896 0.24
C 0.439 -1.900 1.534 0.01
N -0.553 -1.003 1.391 -0.06
N -0.927 -0.476 2.625 0.20
H -0.720 -0.030 4.943 0.21
H 0.234 -1.377 5.356 0.20
H 0.984 -2.482 0.767 0.18
```

---

[2]
C38H40F6N3O | the ωB97M-V functional and the def2-TZVPD basis

Output
- Multiplicity: 1
- SMILES: COc1ccc([C@H](C(c2ccccc2)=[N+]2CCCC2)C(c2ccc(N(C)CC(F)(F)F)cc2)c2ccc(N(C)CC(F)(F)F)cc2)cc1
- Molecular weight: 668.75 g mol⁻¹
- Total charge: +1

Geometry as XYZ:
```
88
Properties=species:S:1:pos:R:3:lowdin_charge:R:1
C 3.748 -0.840 5.178 -0.05
N 2.655 0.041 4.863 -0.14
C 2.269 1.012 5.879 -0.05
C 1.094 0.472 6.634 -0.53
F 0.659 1.268 7.645 0.13
F 0.032 0.270 5.773 0.10
F 1.403 -0.761 7.158 0.12
C 2.029 -0.014 3.658 -0.23
C 1.279 1.086 3.193 -0.01
C 0.723 1.040 1.928 -0.05
C 0.724 -0.106 1.130 -0.16
C 0.164 0.029 -0.320 -0.18
C 0.843 -0.925 -1.356 -0.13
C 0.350 -1.145 -2.652 -0.04
C 0.833 -2.177 -3.439 -0.01
C 2.073 -2.767 -3.130 -0.23
N 2.566 -3.844 -3.836 -0.14
C 1.696 -4.577 -4.737 -0.05
C 3.974 -3.901 -4.215 -0.05
C 4.688 -5.052 -3.564 -0.53
F 5.875 -5.347 -4.177 0.12
F 4.952 -4.773 -2.240 0.10
F 3.924 -6.193 -3.571 0.11
C 2.771 -2.267 -2.006 0.00
C 2.163 -1.361 -1.152 -0.04
C 1.343 -1.247 1.667 -0.03
C 2.088 -1.173 2.845 0.01
H 4.401 -0.955 4.299 0.10
H 4.317 -0.392 6.001 0.10
H 3.393 -1.842 5.476 0.10
H 3.112 1.127 6.566 0.14
H 1.977 1.969 5.437 0.13
H 1.199 1.995 3.784 0.10
H 0.319 1.985 1.585 0.09
H 0.588 0.988 -0.627 0.11
H -0.393 -0.494 -3.105 0.10
H 0.272 -2.493 -4.317 0.11
H 0.664 -4.553 -4.363 0.09
H 1.728 -4.149 -5.754 0.10
H 2.027 -5.622 -4.782 0.09
H 4.032 -4.079 -5.303 0.15
H 4.488 -2.985 -3.904 0.14
H 3.759 -2.649 -1.774 0.10
H 2.721 -1.008 -0.289 0.11
H 1.290 -2.191 1.127 0.12
H 2.705 -2.020 3.151 0.11
C -2.417 2.004 -6.124 -0.05
O -2.780 0.701 -5.598 -0.08
C -2.912 0.615 -4.247 -0.27
C -2.938 -0.675 -3.656 0.01
C -2.512 -0.818 -2.342 -0.05
C -2.098 0.313 -1.599 -0.17
C -1.290 0.167 -0.293 -0.16
C -1.778 1.330 0.625 -0.06
N -2.531 1.015 1.672 0.03
C -3.379 -0.195 1.737 -0.09
C -4.144 -0.068 3.057 -0.14
C -3.362 0.926 3.919 -0.13
C -2.516 1.761 2.954 -0.09
C -1.414 2.733 0.370 -0.19
C -0.301 3.139 -0.424 -0.02
C 0.032 4.479 -0.568 -0.04
C -0.801 5.467 -0.030 -0.04
C -1.982 5.104 0.635 -0.04
C -2.320 3.762 0.765 -0.03
C -2.545 1.547 -2.077 -0.03
C -2.917 1.743 -3.401 0.00
H -2.099 1.778 -7.140 0.09
H -3.291 2.672 -6.125 0.10
H -1.596 2.477 -5.557 0.10
H -3.144 -1.543 -4.282 0.13
H -2.439 -1.809 -1.883 0.13
H -1.664 -0.753 0.164 0.13
H -4.051 -0.249 0.869 0.14
H -2.774 -1.114 1.757 0.14
H -5.152 0.315 2.861 0.12
H -4.254 -1.039 3.543 0.12
H -4.023 1.572 4.504 0.12
H -2.703 0.405 4.622 0.11
H -1.489 1.922 3.320 0.13
H -2.969 2.752 2.843 0.11
H 0.313 2.406 -0.944 0.11
H 0.940 4.741 -1.120 0.12
H -0.533 6.517 -0.136 0.12
H -2.656 5.864 1.042 0.12
H -3.310 3.481 1.139 0.12
H -2.619 2.417 -1.434 0.10
H -3.099 2.755 -3.779 0.12
```

---

[3]
C27H38N3NiS3Si | the ωB97M-V functional and the def2-TZVPD basis

Output
- Multiplicity: 3
- Molecular weight: 587.60 g mol⁻¹
- Total charge: -1
- ΔE to the lowest compared entry with this formula, charge and spin: 0.0 kcal per mole

Geometry as XYZ:
```
73
Properties=species:S:1:pos:R:3:lowdin_charge:R:1
Ni 1.115 -0.314 0.692 0.16
C -0.140 1.238 0.214 -0.31
Si -1.743 0.484 -0.153 0.59
C -1.704 -1.264 0.591 -0.23
N -0.388 -1.903 0.355 -0.25
C -0.278 -2.311 -1.083 -0.20
C 0.228 -3.733 -1.244 -0.18
C -0.736 -4.700 -0.558 -0.19
C -0.970 -4.288 0.913 -0.17
C -0.163 -3.043 1.268 -0.23
C -3.267 1.285 0.652 -0.22
C -3.403 1.269 2.045 -0.10
C -4.518 1.805 2.675 -0.10
C -5.530 2.383 1.921 -0.11
C -5.406 2.438 0.541 -0.10
C -4.288 1.896 -0.081 -0.10
C -2.166 0.365 -1.991 -0.25
C -1.491 1.125 -2.946 -0.08
C -1.862 1.100 -4.286 -0.09
C -2.923 0.309 -4.699 -0.11
C -3.606 -0.463 -3.767 -0.10
C -3.227 -0.431 -2.434 -0.12
H -0.224 1.855 1.119 -0.01
H 0.249 1.863 -0.591 -0.03
H -2.528 -1.909 0.250 0.09
H -1.831 -1.141 1.672 0.08
H 0.382 -1.614 -1.599 0.05
H -1.268 -2.240 -1.546 0.10
H 1.237 -3.815 -0.831 0.11
H 0.307 -3.958 -2.310 0.11
H -0.366 -5.726 -0.624 0.10
H -1.685 -4.674 -1.102 0.10
H -0.664 -5.086 1.593 0.10
H -2.033 -4.114 1.097 0.10
H 0.902 -3.263 1.272 0.07
H -0.397 -2.698 2.275 0.12
H -2.616 0.844 2.659 0.10
H -4.595 1.772 3.755 0.10
H -6.408 2.790 2.408 0.09
H -6.184 2.901 -0.056 0.09
H -4.214 1.945 -1.162 0.09
H -0.652 1.739 -2.640 0.09
H -1.321 1.702 -5.007 0.10
H -3.217 0.292 -5.741 0.09
H -4.435 -1.086 -4.082 0.09
H -3.777 -1.035 -1.718 0.10
C 4.913 -1.892 -1.372 -0.16
C 3.844 -1.444 -0.403 -0.77
S 2.616 -0.344 -1.042 0.59
C 3.838 -1.849 0.876 -0.78
C 4.916 -2.762 1.413 -0.16
S 2.641 -1.308 2.065 0.57
H 4.846 -1.325 -2.300 0.04
H 4.808 -2.952 -1.627 0.07
H 5.918 -1.756 -0.962 0.07
H 5.849 -2.218 1.600 0.07
H 5.146 -3.569 0.713 0.06
H 4.603 -3.207 2.357 0.04
S 1.215 2.405 4.035 0.49
C 2.027 3.083 2.717 -0.91
N 2.703 2.358 1.821 0.02
C 3.339 2.931 0.648 -0.18
C 2.542 4.135 0.182 -0.17
C 2.472 5.121 1.335 -0.19
N 2.010 4.426 2.527 -0.01
H 2.514 1.362 1.817 0.02
H 3.399 2.145 -0.106 0.06
H 4.362 3.240 0.899 0.12
H 1.534 3.810 -0.085 0.11
H 3.003 4.597 -0.692 0.11
H 1.777 5.934 1.120 0.11
H 3.460 5.564 1.506 0.11
H 1.506 4.925 3.239 0.10
```

---

[4]
C4H13NO | the ωB97M-V functional and the def2-TZVPD basis

Output
- Multiplicity: 1
- SMILES: CC(C)CN.O
- Molecular weight: 91.15 g mol⁻¹
- Total charge: 0
- ΔE to the lowest compared entry with this formula, charge and spin: 13.4 kcal per mole

Geometry as XYZ:
```
19
Properties=species:S:1:pos:R:3:lowdin_charge:R:1
C -0.471 1.338 0.981 -0.27
C -0.748 -0.159 1.210 -0.45
C 0.501 -0.939 0.734 -0.08
C -1.043 -0.431 2.670 -0.09
N -0.506 1.697 -0.446 -0.01
H 0.529 1.532 1.362 0.11
H -1.364 1.815 1.397 0.12
H -1.542 -0.500 0.567 0.12
H 0.688 -0.624 -0.293 0.07
H 0.333 -1.989 0.728 0.06
H 1.298 -0.764 1.453 0.08
H -2.062 -0.159 2.951 0.08
H -0.915 -1.480 2.909 0.07
H -0.307 0.122 3.264 0.08
H 0.347 1.352 -0.867 0.05
H -0.591 2.675 -0.666 0.06
H 2.057 -1.169 -6.769 0.03
H 2.117 -1.429 -5.256 0.04
O 1.679 -0.888 -5.929 -0.07
```

---

[5]
C4H8O2 | the ωB97M-V functional and the def2-TZVPD basis

Output
- Multiplicity: 1
- Molecular weight: 88.11 g mol⁻¹
- Total charge: 0
- ΔE to the lowest compared entry with this formula, charge and spin: 111.2 kcal per mole

Geometry as XYZ:
```
14
Properties=species:S:1:pos:R:3:lowdin_charge:R:1
C -2.164 -0.018 -0.385 -0.05
O -1.450 -0.082 0.699 -0.16
C -0.620 -1.014 1.050 -0.06
C 1.144 -0.075 -0.834 -0.36
O 1.839 -0.998 -1.196 0.03
C 1.618 1.029 0.076 -0.06
H -2.826 0.830 -0.451 0.07
H 0.107 0.052 -1.229 0.09
H -2.224 -0.895 -1.021 0.08
H -0.091 -0.840 1.974 0.09
H -0.563 -1.922 0.459 0.09
H 2.382 0.649 0.761 0.09
H 0.784 1.464 0.636 0.07
H 2.066 1.819 -0.540 0.09
```

---

[6]
C2H11N2O | the ωB97M-V functional and the def2-TZVPD basis

Output
- Multiplicity: 1
- Molecular weight: 79.12 g mol⁻¹
- Total charge: +1
- ΔE to the lowest compared entry with this formula, charge and spin: 29.2 kcal per mole

Geometry as XYZ:
```
16
Properties=species:S:1:pos:R:3:lowdin_charge:R:1
C -1.524 0.256 1.429 0.03
N -0.544 1.331 0.792 0.10
H -1.490 0.413 2.518 0.11
H -2.468 0.386 0.926 0.09
H -1.053 -0.680 1.143 0.07
H 0.331 1.091 1.293 0.14
H -0.660 2.287 1.074 0.14
H -0.551 1.143 -0.278 0.12
N 0.365 0.281 -1.532 -0.02
C 0.734 -1.073 -1.072 -0.30
O 1.015 -1.037 0.321 -0.09
H 1.166 0.890 -1.610 0.08
H 0.074 0.161 -2.586 0.16
H -0.188 -1.662 -0.981 0.12
H 1.339 -1.687 -1.755 0.14
H 1.985 -1.034 0.482 0.12
```

---

| no. | total energy (eV) |
| --- | --- |
| 1 | -74208.2443 |
| 2 | -62870.1722 |
| 3 | -114516.4138 |
| 4 | -7896.0813 |
| 5 | -8368.4592 |
| 6 | -7273.0085 |